1.
The following is a quantum chemistry calculation of a molecular structure, C25H51HfN3O3P2 in a non-equilibrium geometry, from the OMol25 dataset.

Geometry as XYZ:
```
85
Properties=species:S:1:pos:R:3:forces:R:3
Hf 0.098 0.010 -0.357 0.23 5.45 1.68
C 1.071 -2.056 -1.666 0.72 -5.28 -0.88
O 1.275 -3.180 -1.899 -0.90 5.80 0.95
C -1.692 1.826 0.328 -6.02 2.31 3.71
O -2.458 2.277 1.136 4.76 -2.08 -5.21
P -1.961 -0.304 -1.998 -2.28 -1.58 -1.90
C -3.463 -1.050 -1.172 0.03 0.04 0.45
H -4.275 -0.984 -1.910 0.45 0.07 0.05
C -2.592 1.311 -2.691 0.38 1.31 0.63
H -2.400 1.985 -1.834 -0.26 0.04 -0.51
C -1.720 -1.415 -3.467 0.43 -0.32 0.28
H -1.484 -2.389 -3.002 -0.10 0.16 -0.10
C 3.771 -0.861 -0.314 -0.35 -0.35 -0.19
P 2.520 -0.068 0.770 2.15 -0.63 0.72
H 3.586 -0.745 2.857 -0.40 -0.08 -0.41
H 3.386 -1.887 -0.416 0.33 0.09 0.00
C 3.376 1.612 1.062 -0.66 0.14 0.06
H 4.451 1.382 1.066 -0.36 -0.36 -0.09
C -1.779 1.852 -3.877 0.18 0.23 -0.20
H -2.185 1.515 -4.844 0.22 0.01 0.41
H -0.714 1.595 -3.831 -0.17 0.11 -0.08
H -1.844 2.951 -3.872 -0.08 -0.38 -0.02
C -4.107 1.334 -2.978 -0.36 -0.40 0.20
H -4.334 2.145 -3.686 0.26 -0.20 0.21
H -4.685 1.530 -2.065 0.10 -0.11 -0.32
H -4.470 0.398 -3.426 0.09 0.49 0.05
C -2.995 -1.595 -4.306 -0.10 -0.06 -0.14
H -3.864 -1.897 -3.707 0.23 0.06 -0.27
H -2.808 -2.404 -5.028 -0.03 0.23 0.18
H -3.244 -0.693 -4.884 0.11 -0.31 0.23
C -0.522 -0.998 -4.335 0.02 -0.37 -0.40
H -0.090 -1.900 -4.793 -0.11 0.30 0.03
H 0.284 -0.509 -3.768 0.00 0.04 -0.08
H -0.829 -0.329 -5.152 0.23 -0.22 0.39
C -3.242 -2.533 -0.826 -0.41 -0.12 -0.17
H -3.596 -3.174 -1.648 0.28 0.08 0.35
H -3.813 -2.800 0.076 0.12 0.04 -0.33
H -2.190 -2.794 -0.640 -0.04 -0.10 -0.04
C -3.885 -0.233 0.045 -0.17 0.03 0.36
H -3.151 -0.363 0.841 -0.29 0.10 -0.20
H -4.844 -0.603 0.445 0.29 0.13 -0.26
H -3.987 0.839 -0.142 -0.20 -0.28 -0.14
C 5.145 -0.884 0.370 0.27 -0.20 -0.15
H 5.103 -0.987 1.462 0.08 0.01 -0.34
H 5.719 0.018 0.124 -0.09 -0.28 0.06
H 5.695 -1.751 -0.020 0.01 0.27 0.11
C 3.839 -0.234 -1.709 0.52 -0.10 0.08
H 4.139 0.821 -1.676 0.01 -0.45 -0.11
C 1.501 -0.886 3.313 -0.33 0.53 0.31
H 2.894 -0.319 -2.261 -0.05 0.08 -0.11
H 4.604 -0.782 -2.275 -0.26 0.20 -0.05
C 2.783 -2.605 2.034 0.33 -0.08 0.02
H 0.639 -1.548 3.149 0.46 -0.23 -0.10
H 1.808 -1.004 4.356 0.02 -0.08 -0.18
H 1.101 0.116 3.176 0.54 -0.24 0.71
C 2.665 -1.107 2.360 -0.18 -0.16 -0.01
H 2.416 -3.213 2.879 0.22 0.31 -0.31
H 3.826 -2.893 1.840 -0.43 -0.05 -0.10
H 2.171 -2.864 1.154 0.10 -0.12 0.17
C 2.994 2.210 2.403 -0.41 0.18 0.23
H 1.955 2.550 2.353 0.63 -0.03 -0.10
H 3.593 3.106 2.596 0.07 -0.20 0.03
H 3.082 1.529 3.257 0.26 0.10 -0.16
C 3.071 2.629 -0.042 -0.25 0.25 0.01
H 3.123 2.237 -1.061 0.11 0.14 0.18
H 3.794 3.454 0.045 -0.20 -0.19 -0.15
H 2.070 3.056 0.110 0.35 0.01 -0.06
H -0.045 -1.794 0.299 -1.85 -0.51 -0.45
H -0.817 -1.620 -0.098 0.96 -1.81 0.84
C 0.565 3.087 4.070 -1.13 -0.63 -0.36
N -0.202 1.919 3.316 -0.95 1.02 1.15
C -1.276 1.455 4.061 0.29 0.44 0.06
C -1.935 0.312 3.751 -1.14 -0.25 0.84
C -1.595 -0.434 2.616 0.23 -0.87 0.55
N -0.713 0.166 1.794 0.48 -0.38 -1.38
C -0.160 1.378 2.082 0.37 0.63 -0.05
O 0.250 1.961 1.023 1.72 -0.84 0.40
N -2.064 -1.652 2.269 0.80 0.68 0.81
H 0.736 3.930 3.433 0.23 0.19 -0.49
H 1.442 2.710 4.578 0.23 -0.33 -0.40
H -0.121 3.390 4.854 -0.16 0.06 -0.12
H -1.579 2.137 4.884 0.28 -1.02 -0.38
H -2.718 -0.010 4.429 -0.03 -0.05 -0.15
H -2.659 -2.180 2.903 0.07 0.18 0.01
H -1.434 -2.206 1.705 -0.50 -0.20 0.14
```
Positions in Å, forces in eV/Å.

Its total energy is -57205.2898 eV. Its net charge is +4.

***

2.
The following is a quantum chemistry calculation of 3 unconnected molecules or ions with the total composition C24H53BBrClN2O6P in a non-equilibrium geometry, from the OMol25 dataset.

Geometry as XYZ:
```
89
Properties=species:S:1:pos:R:3:forces:R:3
C 0.934 6.744 3.870 -0.32 0.44 -0.03
C -0.583 6.667 4.008 0.08 -0.30 0.47
C -1.099 5.230 4.017 -0.25 0.21 -0.36
C -0.936 4.512 2.673 0.58 -0.25 0.56
C -0.679 3.006 2.814 -0.77 -0.05 -0.27
C -1.910 2.116 2.562 0.87 0.11 -0.23
C -1.517 0.689 2.163 -0.84 -0.01 0.20
C -1.244 -0.256 3.330 0.40 0.40 0.16
C 0.131 -0.151 3.993 0.24 -0.75 -0.24
C 1.328 -0.366 3.020 -0.90 0.48 0.63
C 2.339 0.765 3.118 0.46 0.03 -0.64
B 3.572 0.698 2.025 -0.07 -0.67 -0.01
C 4.669 -0.454 2.493 0.01 0.64 0.34
C 5.869 -0.052 3.384 0.32 -0.26 0.18
C 5.465 0.201 4.807 0.24 -1.30 1.25
O 5.446 -0.691 5.655 -0.37 1.48 -1.19
O 5.133 1.486 5.108 -0.07 -0.34 -0.71
C 2.955 0.242 0.549 -0.18 0.07 -0.10
C 3.893 0.354 -0.587 1.55 -0.60 -0.11
O 5.035 -0.027 -0.672 -1.65 0.56 -0.01
Cl 3.165 1.146 -2.090 0.13 -0.09 0.14
P 4.318 2.515 1.999 0.40 0.38 0.52
O 5.570 2.491 0.890 -0.04 0.35 0.23
Br 2.709 3.658 0.822 -0.08 -0.06 -0.21
H 1.272 6.514 2.866 0.15 -0.14 -0.13
H 1.249 7.757 4.107 0.21 0.12 -0.07
H 1.424 6.080 4.574 0.10 -0.21 0.06
H -1.073 7.264 3.242 -0.09 0.08 -0.16
H -0.837 7.103 4.976 -0.16 0.20 0.03
H -2.145 5.201 4.321 -0.13 0.05 0.11
H -0.540 4.712 4.793 0.11 -0.25 0.06
H -1.791 4.687 2.025 -0.17 0.12 -0.09
H -0.065 4.938 2.180 0.07 0.07 -0.18
H 0.075 2.718 2.088 0.23 -0.07 -0.03
H -0.302 2.785 3.807 0.35 0.03 0.12
H -2.555 2.103 3.439 -0.26 0.01 0.06
H -2.454 2.553 1.728 -0.25 0.09 -0.05
H -2.368 0.275 1.619 -0.06 -0.12 -0.14
H -0.702 0.737 1.447 0.23 -0.07 -0.04
H -1.377 -1.289 3.014 -0.05 -0.15 -0.16
H -2.000 -0.057 4.092 -0.20 -0.12 0.07
H 0.255 0.775 4.544 -0.05 0.26 -0.01
H 0.171 -0.957 4.727 -0.04 0.06 0.32
H 0.897 -0.450 2.026 0.23 -0.04 -0.29
H 1.773 -1.327 3.268 0.27 -0.14 -0.16
H 2.722 0.758 4.142 0.15 0.07 0.15
H 1.835 1.725 3.001 -0.32 0.05 0.08
H 4.109 -1.178 3.089 -0.11 -0.26 -0.05
H 5.082 -1.012 1.656 0.06 0.06 -0.21
H 6.454 0.780 2.995 -0.16 0.28 -0.05
H 6.543 -0.901 3.447 0.16 -0.12 0.01
H 4.363 1.459 5.684 0.06 0.04 0.55
H 2.709 -0.822 0.619 0.13 -0.21 0.04
H 2.023 0.744 0.311 -0.04 0.20 -0.06
H 5.962 1.618 0.835 -0.18 -0.38 -0.37
C 1.565 -1.582 -5.657 0.00 0.06 -0.12
C 0.306 -2.429 -5.497 0.26 0.08 0.12
C -0.501 -2.106 -4.232 -0.31 -0.10 -0.07
O 0.042 -2.629 -3.038 0.05 0.12 0.04
C 1.075 -1.845 -2.457 0.00 -0.19 0.09
N 0.671 -3.847 -5.569 -0.17 -0.04 0.00
H 2.363 -1.906 -4.990 -0.03 -0.01 0.06
H 1.944 -1.665 -6.676 0.00 -0.05 0.00
H 1.361 -0.529 -5.457 0.01 0.00 0.04
H -0.347 -2.209 -6.348 -0.08 -0.03 0.03
H -1.484 -2.576 -4.337 0.02 -0.05 0.02
H -0.672 -1.026 -4.135 0.12 0.03 -0.03
H 0.908 -0.777 -2.609 0.03 0.01 -0.04
H 2.053 -2.123 -2.855 0.04 0.14 -0.02
H 1.081 -2.045 -1.386 -0.06 -0.01 0.00
H -0.179 -4.404 -5.566 -0.01 0.01 -0.07
H 1.130 -4.087 -4.695 0.08 0.01 -0.02
C -4.940 -2.881 -3.708 0.02 0.14 0.04
C -5.137 -3.162 -5.195 0.05 -0.18 0.25
C -6.478 -3.835 -5.520 -0.01 0.13 -0.23
O -6.540 -5.214 -5.215 -0.07 0.02 0.10
C -6.834 -5.523 -3.865 0.06 -0.14 -0.08
N -3.996 -3.938 -5.691 -0.14 0.01 -0.14
H -4.691 -3.782 -3.148 -0.02 -0.05 -0.05
H -4.118 -2.181 -3.564 0.04 -0.03 -0.02
H -5.837 -2.441 -3.268 -0.01 -0.01 0.00
H -5.136 -2.198 -5.711 -0.04 -0.02 -0.06
H -6.634 -3.773 -6.601 0.01 -0.06 -0.01
H -7.313 -3.303 -5.045 0.04 0.01 0.08
H -7.526 -4.797 -3.430 0.02 0.04 0.02
H -5.928 -5.574 -3.258 -0.04 0.08 0.08
H -7.305 -6.506 -3.850 -0.01 0.01 -0.04
H -4.075 -4.036 -6.699 0.08 0.07 -0.01
H -4.096 -4.886 -5.340 0.08 0.00 0.08
```
Positions in Å, forces in eV/Å.

Its total energy is -133546.4570 eV. Its net charge is -1.

***

Q: Which of these has the lowest net charge?
A: C24H53BBrClN2O6P

***

Q: The lowest net charge belongs to which entry?
A: C24H53BBrClN2O6P

***

Q: The highest net charge belongs to which entry?
A: C25H51HfN3O3P2

***

Q: Look up the net charge of the second one.
A: -1